Below is a structure of composition C26H24BrF3N4O6SSe2Ti, with properties calculated with ωB97M-V/def2-TZVPD.

Computed properties:
<S²>	2.028
LUMO energy (alpha / beta)	3.012 / 3.012	eV
HOMO-LUMO gap (alpha / beta)	0.122 / 0.177	Eh
HOMO energy (alpha / beta)	-0.3 / -1.8	eV
multiplicity	3
total charge	-2

Element x y z (Å)
Ti 0.1713 0.2114 -0.0643
O -4.4318 3.8484 1.6021
C -4.0615 3.1823 0.3885
C -2.5919 3.3518 -0.0150
C -2.3601 4.8350 -0.3447
O -1.0896 5.1430 -0.8973
C -1.7216 2.9044 1.1701
Se 0.2161 2.6949 0.8595
C -2.3651 2.5133 -1.2822
Se -2.3918 0.5696 -1.0598
H -3.8678 3.4840 2.2929
H -4.7074 3.6096 -0.3842
H -4.2739 2.1117 0.4612
H -2.5320 5.4239 0.5661
H -3.1009 5.1572 -1.0861
H -0.4320 4.5806 -0.4427
H -2.0805 1.9416 1.5378
H -1.8133 3.6360 1.9773
H -1.4094 2.7996 -1.7146
H -3.1329 2.7828 -2.0148
C 0.8564 -7.0188 -11.7968
O 0.8161 -5.6151 -11.6769
C 0.7859 -5.0968 -10.4078
C 0.6693 -3.7107 -10.3184
C 0.6297 -3.0955 -9.0860
C 0.7074 -3.8456 -7.9080
C 0.8294 -5.2232 -8.0123
C 0.8678 -5.8578 -9.2518
C 0.6565 -3.1472 -6.6161
N 0.6529 -1.8455 -6.4792
C 0.5767 -1.6260 -5.1150
C 0.5406 -2.8207 -4.4385
N 0.5971 -3.7951 -5.4121
C 0.4787 -2.9690 -3.0145
C 0.4983 -4.1848 -2.3388
C 0.4667 -4.1330 -0.9169
C 0.3777 -2.9250 -0.2863
N 0.3066 -1.7297 -0.9257
C 0.3922 -1.7527 -2.3063
C 0.4767 -0.5003 -2.9812
N 0.5038 0.6163 -2.2015
C 0.6586 1.8020 -2.7579
C 0.7344 1.9826 -4.1420
C 0.6791 0.8714 -4.9588
C 0.5693 -0.3928 -4.3896
H 0.8181 -7.2342 -12.8621
H 0.0000 -7.4861 -11.3018
H 1.7806 -7.4300 -11.3794
H 0.6061 -3.1340 -11.2319
H 0.5357 -2.0214 -9.0060
H 0.9062 -5.8410 -7.1262
H 0.9658 -6.9329 -9.2900
H 0.5553 -4.7834 -5.2498
H 0.5636 -5.1304 -2.8623
H 0.5110 -5.0383 -0.3268
H 0.3532 -2.8572 0.7951
H 0.7197 2.6366 -2.0684
H 0.8334 2.9835 -4.5378
H 0.7385 0.9574 -6.0372
Br 2.7640 0.3241 0.0698
F -1.1676 -2.2578 4.9156
C -1.4556 -2.0307 3.6158
F -1.1288 -3.1386 2.9297
F -2.7832 -1.8643 3.5190
S -0.5173 -0.5591 3.0219
O -0.9821 -0.4902 1.6185
O -1.0060 0.5032 3.8505
O 0.8555 -0.9646 3.1385

Forces on atoms 1 to 2 (eV/Å):
-0.386 0.206 -0.413
0.031 0.002 0.006

Quick look at the Mulliken charges, all values in e:
1 Ti 0.7007
2 O -0.6064
3 C -1.4955
4 C 2.6841
5 C -1.1146
6 O -0.5305
7 C -1.9714
8 Se -0.4180
9 C -1.3247
10 Se -0.3402
11 H 0.3793
12 H 0.4894
13 H 0.4476
14 H 0.2901
15 H 0.3985
16 H 0.2929
17 H 0.6918
18 H 0.3889
19 H 0.1835
20 H 0.4846
21 C -0.8345
22 O -0.4708
23 C 1.0232
24 C -0.5405
25 C -0.5554
26 C 0.1337
27 C -0.7737
28 C -0.5549
29 C 0.2862
30 N -0.8102
31 C 0.6711
32 C 0.0359
33 N -0.1116
34 C 0.0516
35 C -0.3391
36 C -1.1440
37 C -0.4302
38 N 0.5515
39 C 0.0702
40 C -0.3547
41 N 0.5276
42 C -0.4270
43 C -1.2692
44 C -0.3207
45 C 0.3974
46 H 0.2381
47 H 0.3381
48 H 0.3232
49 H 0.4016
50 H 0.4808
51 H 0.2487
52 H 0.3662
53 H 0.1965
54 H 0.3228
55 H 0.4053
56 H 0.2499
57 H 0.5944
58 H 0.4224
59 H 0.5180
60 Br -0.6796
61 F -0.2425
62 C 0.5722
63 F -0.2287
64 F -0.2302
65 S 1.0425
66 O -0.4611
67 O -0.6285
68 O -0.6922

***

Below is a structure of composition C26H24F5NOP2PrS at a distorted geometry, with properties calculated with ωB97M-V/def2-TZVPD.

Computed properties:
<S²>	2.006
LUMO energy (alpha / beta)	-3.430 / -3.305	eV
HOMO-LUMO gap (alpha / beta)	0.249 / 0.253	Eh
HOMO energy (alpha / beta)	-10.2 / -10.2	eV
multiplicity	3
total charge	+1

Element x y z (Å)
C -4.5591 -1.9197 0.2747
C -3.3879 -1.7620 -0.4192
C -3.1174 -0.4667 -0.9775
C -4.0645 0.5631 -0.8807
C -5.2800 0.3376 -0.2026
C -5.4991 -0.8936 0.3935
C -3.5863 1.8936 -1.3455
C -2.9048 1.7131 -2.6695
C -1.9541 0.6995 -2.7134
C -0.9271 0.6392 -3.7019
C -0.8307 1.7701 -4.5380
C -1.7762 2.7889 -4.5256
C -2.8371 2.7371 -3.6444
H -4.8472 -2.8995 0.6192
H -6.0268 1.1192 -0.2101
H -6.4191 -1.0347 0.9943
H -4.4345 2.5501 -1.4443
H -0.0359 1.8028 -5.2736
H -1.6759 3.6639 -5.1927
H -3.6170 3.5051 -3.6278
N -1.9197 -0.1690 -1.6111
Pr -0.2570 -0.0588 -0.0151
C -2.4225 -2.9291 -0.5639
H -2.0282 -3.0689 -1.5539
H -2.8957 -3.8478 -0.2525
C 0.0476 -0.4739 -3.7853
H -0.4386 -1.4672 -3.7803
H 0.6998 -0.4278 -4.6668
P -0.9637 -2.7718 0.6427
P 1.2285 -0.5108 -2.3335
C 2.1571 0.9790 -2.6959
H 2.9412 1.1328 -1.9652
H 2.5846 0.9513 -3.6925
H 1.5045 1.8453 -2.6213
C 2.3836 -1.9015 -2.7755
H 2.5822 -1.9145 -3.8615
H 3.3204 -1.7834 -2.2018
H 1.9358 -2.8591 -2.4557
C -1.8815 -3.2293 2.1389
H -1.9839 -4.3107 2.1678
H -1.3122 -2.8814 2.9933
H -2.8647 -2.7669 2.1562
C 0.0282 -4.2784 0.3545
H 0.9706 -4.1360 0.8709
H -0.4867 -5.1330 0.7705
H 0.2299 -4.4292 -0.6984
C -2.5682 2.8900 -0.2009
O -1.4760 2.5792 0.1303
H -3.2371 3.7855 -0.3197
F 3.5784 4.1059 3.8424
C 3.3110 3.0949 3.0176
C 2.0041 2.5031 3.0457
F 1.1008 2.9217 3.9594
C 1.7229 1.4873 2.1760
F 0.3651 1.2071 2.0149
C 2.7256 0.8799 1.3736
S 2.4756 -0.6598 0.5495
C 3.9690 1.5355 1.2910
F 4.8509 1.1163 0.3644
C 4.2572 2.6435 2.0879
F 5.4381 3.2683 2.0108

Forces on atoms 1 to 2 (eV/Å):
-1.059 0.085 0.039
1.118 0.653 -0.721

Quick look at the Mulliken charges, all values in e:
1 C -0.5316
2 C -0.1091
3 C 0.4665
4 C 0.5882
5 C -1.0088
6 C -1.0888
7 C -0.7588
8 C 0.3125
9 C 1.2375
10 C -0.3636
11 C -0.7107
12 C -1.0548
13 C -0.8751
14 H 0.5369
15 H 0.4985
16 H 0.3605
17 H 0.9957
18 H 0.4399
19 H 0.3626
20 H 0.4262
21 N 0.1469
22 Pr 0.8511
23 C -1.3767
24 H 0.4637
25 H 0.5395
26 C -1.2021
27 H 0.3887
28 H 0.6329
29 P 1.0132
30 P 0.8539
31 C -1.3078
32 H 0.2611
33 H 0.4389
34 H 0.3796
35 C -1.0767
36 H 0.4184
37 H 0.3797
38 H 0.2834
39 C -1.3385
40 H 0.4098
41 H 0.4052
42 H 0.3915
43 C -1.3675
44 H 0.4219
45 H 0.4381
46 H 0.3658
47 C 0.0393
48 O -0.4976
49 H 0.3307
50 F -0.2743
51 C 0.5600
52 C -0.1615
53 F -0.2779
54 C 0.3323
55 F -0.2087
56 C 0.5323
57 S -0.3494
58 C -0.1042
59 F -0.3284
60 C 0.1331
61 F -0.2636

***

Below is a structure of composition C26H24I2O5RhSScSi at a distorted geometry, with properties calculated with ωB97M-V/def2-TZVPD.

Computed properties:
<S²>	6.049
LUMO energy (alpha / beta)	-12.724 / -15.593	eV
HOMO-LUMO gap (alpha / beta)	0.243 / 0.134	Eh
HOMO energy (alpha / beta)	-19.3 / -19.2	eV
multiplicity	5
total charge	+4

Element x y z (Å)
I -0.2433 1.9926 3.1621
I -2.5122 1.3309 -1.5681
Rh 0.0484 2.1453 -2.2152
Sc 0.3560 1.5702 0.5029
S -0.9091 3.6998 -0.5429
C 2.3942 2.8237 0.5588
C 2.4059 0.6016 1.5141
C -0.2493 5.4171 -0.4985
C -1.3285 6.2336 -1.2139
C 1.0838 5.5291 -1.2120
C -0.1468 5.7896 0.9721
C 0.4928 0.5156 -2.9620
C 1.6964 2.7887 -2.7289
O 3.4247 0.3126 1.9495
O 3.4118 3.3646 0.6082
O 0.7841 -0.4746 -3.5084
O 2.7137 3.0563 -3.2100
H -1.0598 7.2929 -1.2643
H -2.2879 6.1484 -0.6953
H -1.4792 5.8742 -2.2369
H 1.4288 6.5737 -1.1741
H 0.9880 5.2312 -2.2607
H 1.8297 4.8963 -0.7256
H 0.1361 6.8441 1.0694
H 0.5965 5.1776 1.4861
H -1.1031 5.6311 1.4774
O -0.1262 -0.2743 0.1891
Si -0.2881 -1.8606 0.4537
C -1.0899 -2.5596 -1.0694
C -0.4161 -3.5202 -1.8380
C -0.9988 -3.9878 -3.0255
C -2.2283 -3.4827 -3.4717
C -2.8749 -2.4974 -2.7131
C -2.3198 -2.0785 -1.5067
C 1.4365 -2.5643 0.5517
C 2.4732 -1.9512 -0.1531
C 3.7219 -2.5636 -0.2126
C 3.9327 -3.7899 0.4220
C 2.9020 -4.3742 1.1634
C 1.6459 -3.7619 1.2410
C -1.3280 -2.1419 1.9749
C -0.7076 -2.4735 3.1915
C -1.4976 -2.8687 4.2861
C -2.8974 -2.9064 4.1828
C -3.5071 -2.4963 2.9858
C -2.7260 -2.1233 1.8845
H 0.5673 -3.8974 -1.5308
H -0.4904 -4.7696 -3.6064
H -2.6857 -3.8395 -4.3984
H -3.8138 -2.0586 -3.0323
H -2.8354 -1.3075 -0.9250
H 2.2838 -1.0016 -0.6744
H 4.5100 -2.0789 -0.7787
H 4.9023 -4.2799 0.3265
H 3.0652 -5.3285 1.6583
H 0.8372 -4.2392 1.8123
H 0.3913 -2.4525 3.2790
H -1.0049 -3.2048 5.2053
H -3.5095 -3.2655 5.0200
H -4.5920 -2.5253 2.8827
H -3.2032 -1.8410 0.9416

Forces on atoms 1 to 2 (eV/Å):
-0.320 0.459 0.675
0.525 0.535 -0.296

Quick look at the Mulliken charges, all values in e:
1 I 0.2736
2 I 0.4075
3 Rh 0.5331
4 Sc -0.2699
5 S -0.1917
6 C 0.3657
7 C 0.1785
8 C 1.2697
9 C -1.5607
10 C -1.1565
11 C -1.3913
12 C 0.1469
13 C -0.0924
14 O -0.1151
15 O -0.1329
16 O -0.2656
17 O -0.2108
18 H 0.4453
19 H 0.4342
20 H 0.3915
21 H 0.5092
22 H 0.2817
23 H -0.0301
24 H 0.4235
25 H 0.2146
26 H 0.4246
27 O 2.5444
28 Si -1.4890
29 C 1.2043
30 C -0.3626
31 C -0.7661
32 C -0.6720
33 C -0.9503
34 C -0.4980
35 C 0.5947
36 C -0.3716
37 C -0.6489
38 C -0.6263
39 C -0.6690
40 C -0.2420
41 C 0.9924
42 C -0.0178
43 C -0.6238
44 C -0.5180
45 C -0.7764
46 C -0.0697
47 H 0.3893
48 H 0.4419
49 H 0.4546
50 H 0.5105
51 H 0.3662
52 H 0.5180
53 H 0.5225
54 H 0.4992
55 H 0.5159
56 H 0.6272
57 H 0.5436
58 H 0.4895
59 H 0.4846
60 H 0.4947
61 H 0.2256

***

- Which value of multiplicity does entry 3 give?
  5